The molecule C4H8N2OS. Source: the OMol25 dataset; level of theory: ωB97M-V/def2-TZVPD.

Summary:
* energy above the lowest of the compared OMol25 structures with the same formula, charge and spin: 67.17 kcal/mol
* HOMO: -9.169 eV
* 2S+1: 1
* orbital gap: 9.955 eV
* SMILES string: O/N=C/[C@H]1NC[C@H]1S

Each line ends with the Löwdin charge.
Geometry (Å):
C: 1.125 0.213 -0.145  -0.163
C: -0.032 0.783 0.637  -0.332
C: -1.704 1.157 -0.608  -0.199
C: -1.382 0.061 0.430  -0.607
H: 3.964 -0.600 0.155  0.105
H: 1.016 0.025 -1.227  0.138
H: 0.300 0.951 1.671  0.139
H: -0.033 2.456 -0.616  0.088
H: -1.463 0.807 -1.625  0.107
H: -2.700 1.591 -0.583  0.101
H: -2.016 0.179 1.305  0.099
H: -2.622 -1.865 -0.008  -0.152
N: 2.220 0.005 0.451  -0.004
N: -0.641 1.984 0.017  -0.002
O: 3.180 -0.483 -0.425  -0.070
S: -1.311 -1.681 -0.052  0.751

---

A structure of composition C9H11As2F6NO12SSeV. Source: the OMol25 dataset; level of theory: ωB97M-V/def2-TZVPD.

Summary:
* energy above the lowest of the compared OMol25 structures with the same formula, charge and spin: 0.00 kcal/mol
* HOMO: -7.610 eV
* 2S+1: 1
* orbital gap: 7.644 eV
* total charge: -1

Each line ends with the Löwdin charge.
Geometry (Å):
V: -0.625 0.677 0.991  1.058
O: -0.166 -3.619 1.056  -0.219
As: -1.347 -2.425 0.610  1.036
O: -2.797 -2.547 1.287  -0.389
O: -0.520 -0.997 1.356  -0.408
C: -1.104 -2.442 -1.279  -0.205
C: -0.162 -3.316 -1.815  -0.071
C: -0.039 -3.424 -3.190  -0.067
C: -0.851 -2.666 -4.021  -0.057
C: -1.773 -1.778 -3.493  -0.006
C: -1.885 -1.658 -2.117  -0.342
S: -2.220 0.860 -1.600  0.946
O: -1.874 1.159 -2.966  -0.358
O: -2.747 -0.735 -1.568  -0.249
O: -0.820 0.562 -0.853  -0.522
H: 0.121 -3.518 1.972  0.065
H: 0.472 -3.890 -1.157  0.106
H: 0.698 -4.096 -3.609  0.105
H: -0.754 -2.751 -5.096  0.107
H: -2.389 -1.155 -4.124  0.119
N: 0.781 2.044 0.299  -0.016
C: 1.790 2.758 1.110  -0.176
C: 1.191 3.279 2.406  -0.067
C: 0.657 2.147 3.246  -0.525
O: 0.935 1.911 4.383  0.152
O: -0.253 1.411 2.578  -0.139
H: 1.221 1.601 -0.508  0.112
H: 0.083 2.715 -0.057  0.084
H: 2.169 3.592 0.514  0.131
H: 2.614 2.080 1.303  0.102
H: 0.349 3.950 2.209  0.124
H: 1.950 3.812 2.975  0.130
F: 1.599 -1.136 -0.478  -0.247
As: 3.005 -1.016 0.556  0.739
F: 3.931 -1.946 -0.564  -0.240
F: 3.422 0.465 -0.283  -0.256
F: 4.365 -0.823 1.599  -0.238
F: 2.035 -0.032 1.653  -0.257
F: 2.507 -2.438 1.407  -0.238
O: -1.777 3.234 -0.135  -0.488
Se: -2.798 2.849 1.063  0.892
O: -4.340 2.784 0.711  -0.393
O: -2.324 1.030 1.186  -0.440
O: -2.330 3.488 2.444  -0.396

---

The ion C5H6N with charge +1. Source: the OMol25 dataset; level of theory: ωB97M-V/def2-TZVPD.

Summary:
* energy above the lowest of the compared OMol25 structures with the same formula, charge and spin: 212.58 kcal/mol
* HOMO (spin up / spin down): -15.224 / -14.399 eV
* 2S+1: 1
* orbital gap (spin up / spin down): 8.368 / 7.207 eV
* total charge: +1

Each line ends with the Löwdin charge.
Geometry (Å):
C: 1.078 -2.018 0.532  -0.003
C: 0.685 -1.688 -0.723  0.209
C: 0.842 -1.280 1.510  0.310
C: 0.367 -0.343 -1.012  -0.224
C: -0.947 1.374 0.085  -0.032
N: -0.034 0.256 0.222  0.010
H: 0.607 -1.072 2.468  0.070
H: 1.383 0.069 -1.431  0.225
H: -0.355 -0.037 -1.770  0.149
H: -1.953 0.918 -0.006  0.135
H: -0.773 1.888 -0.815  0.083
H: -0.899 1.932 0.940  0.070

---

A structure of composition C46H52IKN10OP. Source: the OMol25 dataset; level of theory: ωB97M-V/def2-TZVPD.

Summary:
* energy above the lowest of the compared OMol25 structures with the same formula, charge and spin: 12.15 kcal/mol
* HOMO: -9.913 eV
* 2S+1: 1
* orbital gap: 8.126 eV
* total charge: +1

Each line ends with the Löwdin charge.
Geometry (Å):
K: 0.175 0.111 0.116  0.495
I: 0.697 -3.382 -0.079  1.012
C: 2.606 -4.096 0.555  -0.557
C: 2.559 -5.102 1.485  -0.163
C: 3.711 -5.814 1.834  -0.067
C: 4.875 -5.567 1.170  -0.025
C: 4.955 -4.534 0.215  -0.158
C: 6.157 -4.344 -0.496  -0.019
C: 6.278 -3.336 -1.407  -0.050
C: 5.226 -2.430 -1.569  -0.070
C: 4.028 -2.573 -0.900  -0.317
P: 2.801 -1.210 -1.117  0.963
C: 3.966 0.200 -1.338  -0.387
C: 4.432 0.703 -2.549  -0.100
C: 5.266 1.806 -2.572  -0.075
C: 5.642 2.425 -1.392  -0.086
C: 5.179 1.937 -0.180  -0.082
C: 4.344 0.835 -0.155  -0.116
C: 2.328 -1.604 -2.835  -0.390
C: 2.407 -2.896 -3.348  -0.094
C: 2.045 -3.144 -4.660  -0.058
C: 1.597 -2.115 -5.470  -0.089
C: 1.474 -0.834 -4.952  -0.096
C: 1.814 -0.586 -3.634  -0.145
C: 3.824 -3.696 -0.049  -0.208
H: 1.620 -5.379 1.938  0.086
H: 3.654 -6.587 2.583  0.110
H: 5.757 -6.159 1.357  0.117
H: 6.974 -5.025 -0.310  0.118
H: 7.186 -3.210 -1.977  0.111
H: 5.373 -1.597 -2.240  0.101
H: 4.146 0.234 -3.480  0.105
H: 5.628 2.178 -3.519  0.110
H: 6.288 3.291 -1.419  0.107
H: 5.467 2.424 0.740  0.108
H: 3.973 0.459 0.792  0.106
H: 2.747 -3.715 -2.726  0.100
H: 2.127 -4.145 -5.054  0.110
H: 1.338 -2.312 -6.499  0.106
H: 1.119 -0.024 -5.574  0.108
H: 1.695 0.406 -3.216  0.075
C: 0.865 2.029 4.213  0.026
C: 0.594 2.070 2.728  -0.537
O: 1.007 1.227 1.950  -0.132
N: -0.130 3.130 2.316  0.093
C: -0.253 3.511 0.926  -0.108
C: -1.629 3.356 0.331  -0.269
C: -2.544 4.404 0.382  -0.006
C: -3.755 4.272 -0.277  -0.042
C: -4.020 3.087 -0.944  -0.039
C: -3.065 2.084 -0.899  -0.155
N: -1.895 2.215 -0.291  0.084
H: 1.775 1.463 4.390  0.095
H: 0.050 1.529 4.732  0.075
H: 0.976 3.030 4.623  0.087
H: -0.480 3.777 3.004  0.151
H: 0.436 2.884 0.363  0.072
H: 0.052 4.558 0.828  0.139
H: -2.302 5.314 0.911  0.117
H: -4.469 5.082 -0.281  0.115
H: -4.938 2.950 -1.493  0.110
H: -3.239 1.131 -1.381  0.105
C: -1.603 -1.315 3.224  -0.167
N: -1.909 -0.298 2.211  -0.103
C: -2.846 -0.910 1.267  -0.210
N: -4.070 -1.372 1.910  -0.082
C: -3.714 -2.343 2.941  -0.162
N: -2.797 -1.770 3.921  -0.084
C: -3.444 -0.618 4.536  -0.168
N: -3.822 0.385 3.544  -0.082
C: -2.611 0.811 2.860  -0.181
C: -4.707 -0.236 2.563  -0.165
H: -0.899 -0.907 3.954  0.128
H: -1.140 -2.174 2.728  0.112
H: -2.357 -1.761 0.792  0.091
H: -3.109 -0.175 0.505  0.103
H: -3.239 -3.209 2.473  0.130
H: -4.626 -2.665 3.452  0.131
H: -2.754 -0.161 5.252  0.128
H: -4.338 -0.948 5.068  0.130
H: -1.950 1.282 3.594  0.110
H: -2.883 1.550 2.098  0.116
H: -4.968 0.510 1.806  0.128
H: -5.617 -0.577 3.062  0.131
C: -1.918 -1.918 -5.759  -0.018
C: -2.203 -2.100 -4.312  -0.294
C: -3.189 -2.803 -3.655  0.014
C: -2.938 -2.615 -2.283  -0.361
N: -1.875 -1.842 -2.109  0.058
N: -1.446 -1.532 -3.346  0.029
C: -3.720 -3.199 -1.163  -0.032
H: -2.827 -2.053 -6.341  0.085
H: -1.179 -2.647 -6.094  0.074
H: -1.522 -0.922 -5.947  0.074
H: -3.976 -3.378 -4.099  0.110
H: -0.590 -1.010 -3.475  0.104
H: -4.434 -3.912 -1.568  0.082
H: -4.258 -2.436 -0.603  0.066
H: -3.060 -3.721 -0.474  0.069
N: -0.699 1.752 -3.439  0.150
C: 0.329 2.577 -3.074  -0.399
C: 0.752 3.631 -3.899  -0.013
C: 1.871 4.343 -3.533  -0.055
C: 2.536 4.002 -2.360  -0.062
C: 2.036 2.959 -1.608  -0.158
N: 0.957 2.260 -1.942  0.078
H: -1.335 2.085 -4.142  0.106
H: -1.101 1.218 -2.685  0.060
H: 0.221 3.855 -4.811  0.110
H: 2.235 5.143 -4.160  0.112
H: 3.424 4.526 -2.047  0.102
H: 2.532 2.636 -0.703  0.100

---

A cluster of 3 separate species, C15H32N4O6S in total. Source: the OMol25 dataset; level of theory: ωB97M-V/def2-TZVPD.

Summary:
* energy above the lowest of the compared OMol25 structures with the same formula, charge and spin: 0.00 kcal/mol
* HOMO: -9.698 eV
* 2S+1: 1
* orbital gap: 8.460 eV
* SMILES string: CCOCCOc1nnc(C[SH](=O)=O)nn1.CCOCC.CCOCC

Each line ends with the Löwdin charge.
Geometry (Å):
C: 5.590 -0.924 0.354  -0.072
C: 4.982 0.275 1.061  -0.278
O: 3.773 0.640 0.426  -0.144
C: 3.569 2.026 0.245  -0.190
C: 2.101 2.318 0.409  -0.134
O: 1.378 1.848 -0.754  -0.030
C: 0.294 1.112 -0.439  -0.421
N: -0.692 1.721 0.212  0.160
N: -1.744 0.991 0.506  0.106
C: -1.744 -0.278 0.118  -0.361
C: -2.937 -1.137 0.463  -0.183
S: -3.754 -0.585 1.948  0.661
O: -5.026 -1.236 2.065  -0.348
O: -2.792 -0.717 3.008  -0.340
N: -0.777 -0.863 -0.585  0.128
N: 0.284 -0.146 -0.875  0.168
H: 4.844 -1.698 0.209  0.076
H: 5.998 -0.618 -0.606  0.075
H: 6.413 -1.328 0.939  0.073
H: 4.777 0.009 2.100  0.117
H: 5.703 1.092 1.048  0.114
H: 4.085 2.586 1.028  0.128
H: 3.918 2.336 -0.740  0.135
H: 1.769 1.802 1.308  0.133
H: 1.909 3.381 0.537  0.126
H: -3.622 -1.194 -0.377  0.114
H: -2.569 -2.130 0.713  0.106
H: -3.971 0.730 1.738  0.072
C: 0.137 -6.654 1.521  -0.079
C: -0.561 -5.305 1.482  -0.285
O: -1.674 -5.255 0.608  -0.169
C: -2.733 -6.154 0.890  -0.282
C: -3.358 -5.959 2.260  -0.075
H: 0.462 -6.945 0.521  0.081
H: 1.012 -6.601 2.170  0.077
H: -0.512 -7.441 1.905  0.066
H: 0.128 -4.550 1.105  0.117
H: -0.850 -4.993 2.492  0.108
H: -2.407 -7.191 0.755  0.107
H: -3.478 -5.958 0.119  0.117
H: -2.654 -6.156 3.069  0.067
H: -4.206 -6.631 2.388  0.078
H: -3.711 -4.933 2.366  0.078
C: -0.297 3.598 -3.147  -0.067
C: 0.590 4.665 -2.531  -0.281
O: 0.517 5.925 -3.171  -0.156
C: -0.757 6.539 -3.188  -0.283
C: -1.335 6.810 -1.809  -0.080
H: -0.058 3.460 -4.203  0.086
H: -0.143 2.655 -2.630  0.048
H: -1.356 3.850 -3.074  0.071
H: 1.634 4.361 -2.617  0.119
H: 0.377 4.763 -1.460  0.103
H: -1.460 5.950 -3.789  0.107
H: -0.610 7.482 -3.714  0.118
H: -1.514 5.891 -1.250  0.065
H: -2.288 7.332 -1.902  0.076
H: -0.654 7.431 -1.226  0.081

---

The molecule C4H7NO2S. Source: the OMol25 dataset; level of theory: ωB97M-V/def2-TZVPD.

Summary:
* energy above the lowest of the compared OMol25 structures with the same formula, charge and spin: 113.45 kcal/mol
* HOMO: -7.958 eV
* 2S+1: 1
* orbital gap: 8.630 eV
* SMILES string: OC[C@H]1NS[C@H]2O[C@H]21

Each line ends with the Löwdin charge.
Geometry (Å):
C: 0.260 -1.066 -0.484  -0.202
C: -0.312 0.329 -0.447  -0.303
C: 1.925 -0.928 -0.223  -0.469
C: -1.632 0.543 0.436  -0.209
N: 0.619 1.293 0.169  -0.333
O: 0.954 -1.582 0.566  -0.073
O: -1.905 -0.515 1.338  -0.056
S: 2.268 0.762 0.206  0.887
H: 0.149 -1.559 -1.454  0.141
H: -0.543 0.530 -1.465  0.125
H: 2.767 -1.503 -0.731  0.122
H: -2.327 0.624 -0.274  0.060
H: -1.686 1.584 0.782  0.121
H: 0.512 2.151 -0.301  0.049
H: -1.049 -0.663 1.882  0.140